No. 1
Computed, not measured: a structure of composition C42H37AsN7O3PtS in a non-equilibrium geometry, with wB97M-V/def2-TZVPD.

Output
Net charge: +3
Molar mass: 989.87 g/mol
Orbital gap: 0.1420 Ha

Cartesian coordinates (Å):
Pt -0.2425 -0.0602 -0.8392
C -0.9507 4.4590 -1.3935
C -0.6805 3.0915 -0.8619
N -0.6073 2.0464 -1.5952
N -0.8979 2.1150 -2.9437
C -1.5455 1.0603 -3.4500
N -2.0074 1.1147 -4.6918
S -1.7997 -0.3374 -2.5026
C -0.6076 2.7925 0.5830
C -0.2497 3.7530 1.4923
C 0.0597 3.2726 2.8097
C -0.2333 2.0083 3.1608
C -1.0818 1.1808 2.2397
N -0.8634 1.5074 0.8627
H -0.1192 4.8173 -2.0055
H -1.8543 4.4517 -2.0087
H -1.1139 5.1666 -0.5886
H -0.8972 3.0099 -3.4166
H -1.9049 1.9297 -5.2756
H -2.4955 0.3231 -5.0786
H -0.0609 4.7751 1.2069
H 0.5735 3.9250 3.5051
H 0.0325 1.6047 4.1308
H -2.1532 1.3026 2.4739
C 10.7892 -1.7382 -1.4428
O 10.4360 -1.7188 -0.0349
C 9.2643 -2.0620 0.3807
C 8.1944 -2.4535 -0.4905
C 7.0028 -2.8104 0.0402
C 6.8148 -2.7943 1.4643
C 7.9112 -2.4398 2.3239
C 9.0926 -2.0553 1.7961
N 5.7146 -3.1868 2.0751
N 4.6610 -3.5577 1.5209
C 3.6458 -3.1093 0.8929
C 2.8336 -4.0949 0.1642
C 1.7309 -3.7478 -0.5039
C 1.2636 -2.3726 -0.4545
O 0.2024 -2.0202 -0.9989
C 2.0186 -1.3780 0.3112
N 1.4638 -0.1504 0.3446
C 2.0422 0.7967 1.0800
C 3.1967 0.5339 1.8170
C 3.7691 -0.7203 1.7844
C 3.1768 -1.7092 0.9970
H 11.8266 -1.4285 -1.4745
H 10.1686 -1.0315 -1.9898
H 10.6867 -2.7485 -1.8336
H 8.3508 -2.4935 -1.5580
H 6.2046 -3.1478 -0.6083
H 7.7578 -2.4863 3.3940
H 9.9362 -1.7729 2.4104
H 3.1912 -5.1163 0.1612
H 1.1582 -4.4648 -1.0763
H 1.5799 1.7734 1.0772
H 3.6243 1.3271 2.4140
H 4.6520 -0.9308 2.3736
O -0.7803 -0.2462 2.3949
As -1.7159 -1.2208 3.4992
C -3.5346 -0.6947 3.5237
C -3.9101 0.4098 4.2900
C -5.2379 0.8001 4.3036
C -6.1775 0.0911 3.5637
C -5.7989 -1.0092 2.8077
C -4.4715 -1.4097 2.7828
C -1.4432 -2.9442 2.7584
C -1.0639 -3.9959 3.5855
C -0.9206 -5.2660 3.0428
C -1.1586 -5.4737 1.6914
C -1.5319 -4.4158 0.8688
C -1.6761 -3.1431 1.3988
C -0.9392 -1.0769 5.2223
C 0.4447 -0.9503 5.3239
C 1.0283 -0.9105 6.5787
C 0.2361 -1.0087 7.7174
C -1.1396 -1.1488 7.6097
C -1.7372 -1.1861 6.3575
H -3.1799 0.9563 4.8756
H -5.5425 1.6517 4.8964
H -7.2155 0.3952 3.5850
H -6.5387 -1.5633 2.2464
H -4.1815 -2.2818 2.2106
H -0.8875 -3.8332 4.6419
H -0.6363 -6.0936 3.6785
H -1.0653 -6.4696 1.2780
H -1.7301 -4.5860 -0.1820
H -1.9659 -2.3134 0.7636
H 1.0536 -0.8744 4.4303
H 2.1005 -0.8045 6.6755
H 0.6964 -0.9774 8.6958
H -1.7497 -1.2289 8.4989
H -2.8110 -1.2981 6.2742

Forces on the atoms, in the same order (eV/Å):
Pt -0.47 0.47 -0.49
C 0.01 0.02 -0.03
C -0.14 -0.05 0.04
N 0.24 -0.17 -0.02
N 0.12 0.03 0.03
C -0.09 -0.11 -0.06
N -0.01 0.02 0.01
S -0.15 -0.03 0.14
C 0.02 -0.20 -0.01
C 0.15 0.05 0.12
C 0.03 0.10 -0.04
C -0.02 -0.14 -0.03
C -0.20 0.40 -0.06
N -0.08 -0.15 0.19
H 0.00 -0.01 -0.01
H -0.01 0.00 0.01
H 0.01 0.00 0.01
H 0.09 -0.01 0.03
H -0.05 0.02 0.01
H 0.05 -0.02 -0.01
H -0.01 0.01 0.03
H 0.01 0.00 -0.01
H -0.02 0.03 0.01
H -0.01 -0.19 0.06
C 0.01 0.02 -0.04
O 0.06 -0.02 -0.04
C -0.07 0.00 0.03
C 0.02 0.00 0.01
C 0.02 0.06 0.03
C 0.15 -0.35 -0.02
C -0.01 -0.01 -0.06
C 0.01 0.00 -0.01
N -0.60 0.57 0.62
N 0.92 -0.40 -1.09
C -0.53 0.02 0.58
C 0.09 0.09 0.15
C -0.14 0.16 -0.01
C 0.10 -0.20 0.15
O 0.22 0.09 -0.08
C -0.07 -0.06 -0.06
N 0.18 0.00 -0.03
C 0.05 -0.01 -0.04
C -0.06 0.03 -0.01
C 0.02 -0.05 0.01
C 0.10 -0.06 -0.08
H 0.00 0.00 0.01
H -0.01 0.00 0.02
H 0.00 0.00 0.01
H 0.02 0.02 0.00
H -0.02 0.00 0.02
H -0.02 0.00 0.00
H 0.01 0.00 -0.02
H 0.04 0.02 0.03
H -0.04 0.04 0.00
H -0.03 0.00 0.01
H 0.01 0.00 -0.01
H 0.01 0.01 -0.02
O 0.06 -0.07 0.01
As 0.05 0.17 -0.08
C 0.00 -0.04 0.02
C 0.00 0.00 0.00
C 0.00 0.00 0.01
C -0.01 0.01 0.00
C 0.01 -0.01 0.00
C -0.01 -0.03 0.02
C -0.03 -0.03 0.03
C -0.01 -0.02 -0.01
C 0.01 0.01 0.00
C 0.00 0.00 0.00
C 0.00 0.02 0.00
C 0.02 0.00 -0.01
C -0.02 -0.10 0.01
C 0.00 0.01 0.01
C 0.01 0.00 0.00
C 0.00 0.01 0.01
C -0.01 0.00 0.00
C 0.01 0.00 0.00
H 0.01 0.01 -0.01
H 0.00 0.00 0.00
H 0.00 0.00 0.00
H 0.00 0.00 0.00
H 0.00 0.01 -0.01
H 0.00 0.00 0.00
H 0.00 0.00 0.00
H -0.01 0.00 0.00
H -0.01 0.00 0.01
H -0.01 0.00 0.01
H 0.00 0.02 -0.01
H 0.00 0.00 0.00
H 0.00 0.00 0.00
H 0.00 0.00 0.00
H 0.00 0.00 0.00

No. 2
Computed, not measured: a structure of composition C42H37BBr2N13OTa, with wB97M-V/def2-TZVPD.

Output
Net charge: +3
Spin multiplicity: 2
Molar mass: 1091.42 g/mol
Orbital gap (spin up / spin down): 0.2390 / 0.2339 Ha

Cartesian coordinates (Å):
Ta -0.7403 -0.0614 0.3970
C 2.2681 -2.9006 1.5496
C 2.3247 -2.1869 0.2511
C 3.5076 -2.0822 -0.5193
C 3.1403 -1.4642 -1.6609
N 1.7934 -1.2267 -1.6076
N 1.2859 -1.6368 -0.3732
B 0.9315 -0.9870 -2.7376
N 1.4607 1.8399 -1.8211
C 1.3597 3.1148 -1.6833
C 1.0827 3.8442 -0.5017
C 0.4310 3.1645 0.4834
C -0.2444 3.8218 1.6466
N 0.3846 1.8097 0.4691
N -0.5186 -1.1891 -2.5744
C -1.2916 -1.6605 -3.5915
C -2.5323 -1.9555 -3.1120
C -2.4911 -1.6344 -1.7541
C -3.5921 -1.7406 -0.7633
N -1.2687 -1.1983 -1.4170
N 1.3787 -0.6428 -4.0580
C 2.5123 -0.9373 -4.7902
C 2.4181 -0.2923 -5.9732
C 1.1768 0.4156 -5.9240
C 0.6003 1.3091 -6.9775
N 0.5522 0.1999 -4.7916
H 2.9889 -3.7179 1.5254
H 1.2864 -3.3167 1.7210
H 2.5477 -2.2481 2.3819
H 4.4863 -2.4515 -0.2526
H 3.7266 -1.1893 -2.5195
H 1.4163 3.6051 -2.6560
H 1.1693 4.9192 -0.4783
H -0.3565 4.8869 1.4594
H 0.3762 3.6816 2.5352
H -1.2214 3.3961 1.8626
H -0.8886 -1.7483 -4.5869
H -3.3693 -2.3559 -3.6610
H -4.5130 -2.0415 -1.2566
H -3.7737 -0.7893 -0.2550
H -3.3438 -2.4918 -0.0228
H 3.2455 -1.6556 -4.4628
H 3.1122 -0.3310 -6.7985
H 1.0297 1.0819 -7.9511
H 0.8234 2.3547 -6.7567
H -0.4811 1.1961 -7.0400
C -1.8082 -4.9239 3.4446
C -0.6015 -4.2600 3.5990
C -0.4500 -2.9603 3.1249
C -1.4931 -2.3381 2.4688
C -2.7267 -2.9808 2.3721
C -2.8806 -4.2725 2.8437
N -1.4403 -0.9270 2.0914
C -2.1203 -0.0938 3.0174
C -2.3794 -0.4157 4.3478
C -3.1029 0.4703 5.1243
C -3.5889 1.6772 4.6026
C -3.3458 1.9967 3.2883
C -2.5999 1.1013 2.5195
N -2.3203 1.2531 1.1481
N -2.9627 2.1521 0.5564
C -2.6926 2.2202 -0.8075
C -3.5078 3.0430 -1.5591
C -3.2981 3.1025 -2.9279
C -2.2616 2.3583 -3.4572
C -1.4829 1.5693 -2.6218
N -1.6919 1.4774 -1.3036
H -1.9281 -5.9301 3.8251
H 0.2236 -4.7456 4.1050
H 0.4690 -2.4271 3.3001
H -3.5798 -2.4415 1.9875
H -3.8441 -4.7618 2.7712
H -2.0347 -1.3539 4.7639
H -3.3067 0.2161 6.1572
H -4.1589 2.3494 5.2295
H -3.7156 2.9128 2.8466
H -4.2888 3.6006 -1.0590
H -3.9243 3.7201 -3.5583
H -2.0290 2.3845 -4.5136
H -0.6506 1.0365 -3.0443
Br 4.3692 1.9696 -1.9578
C 3.9507 1.3681 -0.2243
C 5.1087 1.1456 0.5595
C 5.0270 0.7206 1.8451
Br 6.6100 0.4977 2.8102
C 3.7625 0.4491 2.4372
C 3.6132 0.0573 3.7897
C 2.3736 -0.1801 4.2924
C 1.2798 -0.1047 3.4138
N 1.3716 0.2289 2.1488
C 2.5980 0.5853 1.6530
C 2.7362 1.1265 0.3388
O 1.4617 1.2681 -0.3736
H 6.0723 1.3439 0.1123
H 4.4929 -0.0223 4.4148
H 2.2227 -0.4442 5.3305
H 0.2828 -0.3268 3.7738

Forces on the atoms, in the same order (eV/Å):
Ta 0.80 0.51 0.07
C 0.14 0.05 -0.02
C 0.05 -0.06 0.10
C 0.07 -0.12 0.16
C -0.08 0.02 -0.17
N -0.25 0.13 -0.06
N 0.12 0.18 -0.03
B -0.07 -0.07 -0.05
N -0.13 -0.05 0.32
C -0.11 0.20 -0.13
C 0.18 0.02 -0.19
C -0.14 -0.10 0.29
C 0.05 0.05 -0.06
N -0.04 -0.19 -0.34
N 0.18 -0.36 -0.08
C 0.10 0.08 -0.06
C -0.13 -0.03 -0.02
C -0.11 0.07 0.14
C -0.07 0.10 -0.14
N -0.13 0.11 0.33
N -0.01 -0.06 0.28
C -0.07 -0.10 0.04
C -0.05 0.11 -0.16
C -0.02 0.13 -0.18
C 0.07 -0.05 0.08
N 0.17 -0.08 0.02
H 0.01 0.03 0.00
H 0.00 -0.06 -0.05
H -0.04 -0.06 -0.06
H -0.09 0.02 -0.01
H -0.05 0.03 -0.03
H -0.02 0.02 0.05
H -0.01 -0.04 -0.05
H -0.01 -0.01 0.02
H 0.00 0.00 -0.03
H 0.01 0.01 -0.02
H 0.00 -0.02 0.07
H 0.05 0.01 0.05
H 0.00 0.02 -0.02
H 0.03 -0.03 0.01
H 0.01 -0.11 0.09
H -0.02 0.05 0.05
H -0.05 0.00 0.07
H -0.01 -0.02 0.01
H 0.02 -0.03 0.00
H 0.02 -0.01 0.03
C 0.00 0.01 0.02
C 0.01 0.00 -0.03
C 0.09 -0.10 0.11
C -0.44 0.28 -0.14
C 0.02 -0.09 -0.05
C 0.00 -0.03 0.02
N 0.29 0.17 -0.31
C 0.18 -0.40 -0.03
C 0.05 -0.12 0.11
C -0.03 0.04 0.03
C 0.03 -0.08 0.07
C 0.04 0.13 -0.07
C -0.04 0.21 -0.25
N 0.05 -0.56 0.31
N 0.01 0.22 -0.55
C -0.14 0.16 0.36
C -0.13 0.17 -0.20
C -0.15 0.11 0.12
C 0.19 -0.09 -0.05
C -0.02 0.16 -0.07
N -0.13 -0.44 0.30
H 0.01 0.03 -0.02
H -0.03 0.02 0.00
H -0.05 -0.03 0.06
H -0.05 0.02 -0.03
H 0.05 0.02 -0.01
H -0.04 0.02 -0.01
H 0.01 0.02 -0.04
H 0.02 -0.03 -0.01
H -0.01 -0.04 0.03
H 0.03 -0.02 -0.03
H 0.01 0.00 0.02
H 0.00 -0.04 0.03
H -0.02 0.01 -0.09
Br 0.16 -0.04 -0.05
C 0.35 0.19 -0.04
C -0.01 0.01 -0.13
C -0.02 -0.01 0.09
Br 0.09 -0.02 0.09
C -0.02 -0.02 0.07
C 0.20 0.05 -0.03
C -0.14 0.01 0.05
C -0.08 0.08 0.12
N -0.09 -0.34 -0.27
C -0.06 0.18 0.07
C -0.54 -0.16 0.01
O -0.02 0.06 0.18
H -0.01 0.01 0.00
H 0.00 -0.02 -0.03
H -0.02 0.02 -0.04
H 0.05 -0.03 0.00

No. 3
Computed, not measured: a structure of composition C42H37I2N3P2SnTe, with wB97M-V/def2-TZVPD.

Output
Net charge: +2
Molar mass: 1145.85 g/mol
Orbital gap: 0.2373 Ha

Cartesian coordinates (Å):
Sn -1.3742 1.9101 -1.4080
Te 2.0163 0.9833 3.1973
C 3.7466 -0.1690 2.8469
C 5.0055 0.3710 3.0425
C 6.1121 -0.4288 2.7725
N 6.0255 -1.6757 2.3241
C 4.8089 -2.1909 2.1651
C 3.6399 -1.4880 2.4221
C 1.2312 0.7564 1.2536
P 2.2104 0.5578 -0.0474
C 3.9200 0.9682 -0.0422
C 4.8398 0.0632 -0.5777
C 6.1798 0.4097 -0.6173
C 6.5863 1.6561 -0.1591
C 5.6646 2.5623 0.3570
C 4.3286 2.2197 0.4318
C 1.7039 -0.3907 -1.4598
C 1.6067 -1.7781 -1.3009
C 1.3316 -2.5750 -2.4014
C 1.1293 -1.9900 -3.6452
C 1.2452 -0.6144 -3.8055
C 1.5551 0.1898 -2.7220
P -0.5844 0.9512 1.1098
C -1.3145 -0.6603 1.4712
C -2.7045 -0.7219 1.5915
C -3.3266 -1.9341 1.8406
C -2.5672 -3.0921 1.9709
C -1.1858 -3.0317 1.8642
C -0.5593 -1.8164 1.6182
C -0.9422 2.0046 2.5425
C -0.4724 3.3205 2.4952
C -0.6662 4.1682 3.5732
C -1.3395 3.7110 4.6988
C -1.8057 2.4044 4.7513
C -1.6059 1.5461 3.6802
H 5.1430 1.3894 3.3805
H 7.1131 -0.0369 2.9157
H 4.7659 -3.2209 1.8269
H 2.6784 -1.9734 2.3122
H 4.5150 -0.8982 -0.9549
H 6.9046 -0.2881 -1.0134
H 7.6326 1.9280 -0.2072
H 5.9926 3.5342 0.7005
H 3.6042 2.9121 0.8439
H 1.7605 -2.2320 -0.3296
H 1.2668 -3.6491 -2.2870
H 0.8900 -2.6119 -4.4978
H 1.1016 -0.1693 -4.7807
H 1.6689 1.2589 -2.8491
H -3.3007 0.1797 1.5117
H -4.4031 -1.9759 1.9429
H -3.0535 -4.0380 2.1683
H -0.5940 -3.9298 1.9843
H 0.5188 -1.7679 1.5483
H 0.0814 3.6706 1.6313
H -0.2910 5.1822 3.5356
H -1.4957 4.3735 5.5397
H -2.3186 2.0471 5.6341
H -1.9556 0.5248 3.7416
I 1.3341 3.9378 -1.1962
C -0.8014 3.9724 -0.9101
H -1.1722 4.6580 -1.6696
H -0.9797 4.3951 0.0700
I -3.9291 4.5074 0.4777
C -4.5455 2.6347 -0.1801
C -5.8911 2.3209 -0.0594
C -6.3312 1.0807 -0.4891
C -5.4145 0.1879 -1.0220
C -4.0945 0.5726 -1.1055
N -3.6520 1.7787 -0.6906
H -6.5759 3.0441 0.3582
H -7.3789 0.8216 -0.4103
H -5.7100 -0.7882 -1.3805
H -3.3422 -0.0963 -1.5143
N -1.7931 -1.7913 -1.5782
C -2.2142 -2.3997 -2.8208
C -2.1617 -3.7759 -3.0181
C -2.5520 -4.3244 -4.2308
C -2.9945 -3.5004 -5.2576
C -3.0416 -2.1278 -5.0669
C -2.6503 -1.5793 -3.8517
H -0.8129 -1.9967 -1.4310
H -2.2840 -2.2082 -0.7919
H -1.8219 -4.4184 -2.2128
H -2.5131 -5.3961 -4.3748
H -3.3000 -3.9282 -6.2028
H -3.3800 -1.4813 -5.8660
H -2.6607 -0.5054 -3.7064

Forces on the atoms, in the same order (eV/Å):
Sn 0.03 -0.09 0.02
Te -0.01 0.12 0.06
C -0.06 -0.13 0.03
C -0.02 0.02 0.01
C 0.03 -0.05 -0.01
N -0.02 0.03 0.02
C -0.04 -0.04 0.01
C 0.11 -0.01 0.04
C -0.06 -0.06 0.09
P -0.01 0.12 -0.18
C 0.02 -0.01 0.01
C 0.03 0.05 -0.03
C -0.01 0.00 -0.02
C 0.00 0.03 0.00
C 0.02 0.00 0.00
C -0.02 0.01 -0.02
C 0.01 0.01 -0.01
C 0.01 0.00 -0.01
C 0.02 0.00 0.01
C 0.01 -0.01 -0.01
C 0.01 0.01 0.00
C 0.00 -0.03 0.01
P 0.13 -0.02 -0.09
C -0.07 0.06 0.10
C 0.01 -0.03 0.00
C 0.00 -0.01 0.00
C -0.02 0.00 0.00
C 0.03 0.01 -0.01
C -0.01 -0.04 -0.02
C 0.01 0.01 -0.02
C 0.05 0.00 0.04
C -0.01 -0.01 -0.03
C -0.01 0.00 0.00
C -0.01 0.02 0.01
C -0.01 0.02 -0.03
H 0.00 0.01 0.00
H -0.01 0.00 0.00
H 0.00 0.01 0.01
H -0.02 -0.01 0.00
H 0.00 -0.01 0.00
H 0.00 0.00 0.01
H 0.00 0.00 -0.01
H 0.00 -0.01 0.00
H 0.01 -0.01 0.00
H 0.01 0.00 0.00
H -0.01 0.00 -0.01
H -0.01 0.00 0.00
H 0.00 0.00 0.00
H 0.01 -0.01 -0.01
H 0.00 0.00 0.00
H 0.00 -0.01 0.00
H 0.00 0.00 0.00
H 0.00 0.01 0.00
H 0.02 0.00 0.02
H 0.01 -0.02 0.04
H 0.00 0.00 0.01
H 0.00 0.00 0.00
H 0.00 0.00 0.00
H 0.01 -0.01 0.00
I -0.01 -0.01 -0.04
C -0.05 0.11 -0.02
H 0.00 0.03 0.01
H 0.03 -0.02 -0.03
I 0.00 0.00 0.04
C 0.03 -0.04 0.06
C 0.01 -0.01 -0.01
C -0.02 0.00 0.01
C 0.02 -0.02 -0.01
C -0.02 0.02 -0.08
N -0.04 -0.04 -0.04
H 0.00 0.00 0.00
H 0.00 0.00 -0.01
H 0.00 0.01 0.01
H -0.01 0.02 0.05
N -0.16 0.03 -0.03
C 0.04 0.01 0.02
C -0.06 -0.01 0.02
C 0.00 -0.01 0.00
C 0.01 -0.01 -0.01
C 0.00 0.01 -0.01
C 0.05 -0.01 -0.03
H 0.05 0.07 0.06
H 0.00 -0.07 -0.02
H 0.00 0.00 0.00
H 0.00 0.00 0.00
H 0.00 0.00 0.00
H 0.00 0.00 0.00
H 0.00 0.00 0.01

> net charge of number 2 (C42H37BBr2N13OTa)?

+3